# 1
Molecular formula: C22H18F2N6O2S
Method: DFT, ωB97M-V/def2-TZVPD

The geometry in ORCA input format:
```
! wB97M-V def2-TZVPD RIJCOSX def2/J DEFGRID3
* xyz 0 1
O 0.58856 1.16883 -2.56185
C 0.63602 1.99964 -1.78469
N -0.38066 2.27947 -0.93718
C -1.71080 1.48839 -0.89088
C -2.16700 0.42847 -1.97361
C -3.48582 -0.08630 -1.65989
C -4.33682 0.18863 -0.47567
C -3.88800 1.25165 0.20303
C -2.68062 1.83996 0.09981
F -2.18025 2.66844 1.11503
H -4.56820 1.67377 1.17351
F -5.55601 -0.17661 -0.62753
H -3.72564 -0.90927 -2.55091
H -1.52101 0.44289 -2.60417
H -0.42496 2.87358 -0.31574
C 1.51831 3.01554 -1.49400
H 1.27335 3.85060 -1.93634
H 2.42206 2.67666 -2.11206
S 2.21165 3.45881 0.03063
C 2.79896 1.84955 0.58475
N 2.55755 0.83311 -0.46589
N 3.07321 -0.22657 0.05338
C 3.14180 -1.38603 -0.72330
N 3.83323 -2.32329 0.02934
N 4.43833 -1.64211 0.68747
C 4.11341 -0.54313 0.97583
C 4.25495 0.30511 1.89308
C 3.66802 1.83883 1.60785
H 3.66184 2.49850 2.39382
H 4.91246 0.28784 2.82177
C 2.29580 -1.63702 -2.01009
H 2.85322 -2.15471 -2.91268
H 1.84141 -0.77016 -2.23663
C 1.19263 -2.91920 -1.61761
N 0.42851 -2.42266 -0.44165
C -0.81883 -1.87382 -0.43574
O -1.54273 -2.29186 -1.60633
C -1.37675 -1.44605 1.05591
C -0.65941 -0.46281 1.49763
C -1.27198 0.19882 2.72262
C -2.32409 -0.38567 3.25432
C -3.28367 -1.18145 2.64271
C -2.73460 -1.86648 1.28035
H -3.25401 -2.69442 0.72055
H -4.22663 -1.48217 2.68884
H -2.64491 0.07689 3.97965
H -0.50491 0.71266 3.19847
H 0.45439 -0.33500 1.14518
H 0.99845 -2.14657 0.31204
H 1.56992 -3.68172 -1.33033
H 0.53028 -2.86155 -2.46279
*
```

Output
Energy above the lowest of the compared OMol25 structures with the same formula, charge and spin, kcal/mol: 497.57
LUMO energy, eV: -1.26
Frontier orbital gap, eV: 6.9

# 2
Molecular formula: C2HFO3
Method: DFT, ωB97M-V/def2-TZVPD

The geometry in ORCA input format:
```
! wB97M-V def2-TZVPD RIJCOSX def2/J DEFGRID3
* xyz 0 1
C -0.53209 0.04008 -1.01055
C 0.48109 0.02398 0.76857
O -0.95860 0.26136 -2.07612
O 0.33237 0.89562 -0.25181
O -0.65317 -0.98783 -0.19613
F -0.05593 0.34008 1.90376
H 1.38633 -0.57329 0.86228
*
```

Output
Energy above the lowest of the compared OMol25 structures with the same formula, charge and spin, kcal/mol: 42.58
LUMO energy, eV: 0.26
Frontier orbital gap, eV: 12.2

# 3
Molecular formula: C30H28O5S
Method: DFT, ωB97M-V/def2-TZVPD

The geometry in ORCA input format:
```
! wB97M-V def2-TZVPD RIJCOSX def2/J DEFGRID3
* xyz 0 1
C 4.35977 -4.70714 1.67711
C 3.08774 -4.02113 1.32126
C 1.96765 -4.15436 2.13148
C 0.78723 -3.53315 1.80931
C 0.67245 -2.73272 0.65275
C -0.59610 -2.16287 0.34875
C -0.96454 -1.20592 -0.62156
C -0.04525 -0.37116 -1.30548
C -0.46852 0.52130 -2.24991
C -1.83175 0.64519 -2.57409
O -2.27096 1.50219 -3.61333
C -2.46732 0.95458 -4.91504
C -3.75392 0.73015 -5.41130
C -3.94163 0.18279 -6.65861
C -2.85083 -0.13864 -7.44251
C -1.56893 0.07305 -6.97147
C -1.37882 0.61155 -5.72154
C -2.75955 -0.13186 -1.85805
C -2.34095 -1.01860 -0.91055
C 1.80654 -2.63150 -0.17557
C 2.97936 -3.26457 0.15888
H 5.17966 -4.37807 1.03670
H 4.63324 -4.49464 2.71252
H 4.26178 -5.78828 1.56390
H 2.03573 -4.76660 3.01539
H -0.07474 -3.66230 2.44175
H -1.40906 -2.54636 0.94094
H 0.98628 -0.36136 -1.00277
H 0.23285 1.17929 -2.73376
H -4.59247 0.99506 -4.79376
H -4.94126 0.01240 -7.02704
H -3.00081 -0.53643 -8.43047
H -0.72015 -0.17517 -7.58919
H -0.38733 0.80119 -5.35238
H -3.80705 -0.00493 -2.07293
H -3.06432 -1.60530 -0.37126
H 1.74564 -2.11946 -1.11847
H 3.83036 -3.19908 -0.49510
C 5.27583 1.13251 2.92450
C 4.01877 1.12779 2.08355
O 3.02020 1.93035 2.65282
C 1.93515 1.97241 1.80946
C 0.92795 2.84802 2.19959
S -0.55188 3.21331 1.26153
C -1.70280 2.80141 2.57050
C -2.12289 1.50013 2.69762
C -3.00376 1.16366 3.70532
C -3.46120 2.13423 4.57343
C -3.03752 3.44056 4.43553
C -2.15734 3.77562 3.42633
O -0.57865 4.71110 1.13174
O -0.90749 2.24555 0.16717
O 1.88837 1.29358 0.77784
H 6.03815 0.44988 2.54325
H 5.69693 2.13700 2.96930
H 5.02936 0.84517 3.94562
H 4.19866 1.50811 1.06639
H 3.58279 0.12440 1.97606
H 1.05450 3.37590 3.12132
H -1.77426 0.76487 1.98827
H -3.33319 0.14371 3.81185
H -4.13984 1.86961 5.36842
H -3.39420 4.19924 5.11247
H -1.83164 4.79475 3.28551
*
```

Output
Energy above the lowest of the compared OMol25 structures with the same formula, charge and spin, kcal/mol: 72.85
LUMO energy, eV: -3.00
Frontier orbital gap, eV: 3.0

# 4
Molecular formula: C5H27N2O8
Method: DFT, ωB97M-V/def2-TZVPD

The geometry in ORCA input format:
```
! wB97M-V def2-TZVPD RIJCOSX def2/J DEFGRID3
* xyz 0 2
C 0.79325 -2.56597 1.61807
N 1.33972 -1.99737 0.38886
C 2.31606 -0.91072 0.53974
C 1.97388 0.30059 -0.27656
O 0.94800 1.01683 0.25509
C -0.71144 -2.30419 1.86254
N -1.06584 -0.88326 1.93402
C -1.86777 -0.46308 0.75169
H 1.31250 -2.20395 2.50771
H 0.87590 -3.64688 1.62056
H 0.57951 -1.72490 -0.20806
H 3.29980 -1.38631 0.40844
H 2.49253 -0.53273 1.56119
H 2.83310 0.97056 -0.46964
H 1.65543 0.13683 -1.33007
H -0.84566 -2.80096 2.83020
H -1.29660 -2.82048 1.09670
H -0.21088 -0.35538 1.80436
H -2.18780 0.55265 0.97277
H -2.78516 -1.03856 0.73248
H -1.34104 -0.63477 -0.19230
H -0.43846 0.46056 4.27574
H -1.81947 0.56379 3.77888
O -1.20146 1.03520 4.35426
H 1.52788 -2.04227 -2.11331
H 2.55135 -1.63928 -3.25973
O 1.62736 -1.75653 -3.01993
H -1.40316 -2.43812 -3.50274
H -1.91544 -1.55182 -2.41344
O -1.90198 -2.48192 -2.67925
H -0.23059 1.71825 -0.88884
H 0.15220 2.07243 -2.28905
O -0.56097 2.23056 -1.66810
H 1.36217 4.33242 0.81268
H 1.27072 2.79351 0.88020
O 1.86766 3.54664 1.04034
H -3.04461 3.31021 -0.46706
H -1.50565 3.53672 -0.50784
O -2.34098 3.90906 -0.19792
H -1.06735 0.64788 -2.86606
H 0.24805 -0.31857 -3.14396
O -0.69308 -0.13915 -3.27762
*
```

Output
Energy above the lowest of the compared OMol25 structures with the same formula, charge and spin, kcal/mol: 38.33
LUMO energy (alpha / beta), eV: -0.04 / -3.47
Frontier orbital gap (alpha / beta), eV: 9.5 / 6.0
⟨S²⟩: 0.754

# 5
Molecular formula: C26H26AuN4O4S
Method: DFT, ωB97M-V/def2-TZVPD

The geometry in ORCA input format:
```
! wB97M-V def2-TZVPD RIJCOSX def2/J DEFGRID3
* xyz 1 3
Au -0.65829 1.48771 -0.09212
C -3.66165 5.64011 -0.89792
C -2.46937 5.46273 -0.00892
C -1.78467 6.66697 0.55578
O -2.53618 4.45980 0.88655
C -0.98929 4.88916 -1.37489
O -1.07349 5.69996 -2.23379
O -0.42957 3.91995 -0.93164
H -4.50700 5.96292 -0.28161
H -3.93663 4.70690 -1.39460
H -3.46937 6.39237 -1.65653
H -2.43418 7.10134 1.32258
H -1.60622 7.40762 -0.21859
H -0.84259 6.39516 1.03086
H -3.16051 3.77685 0.60418
S -3.37096 -0.54798 2.78849
C -3.17766 1.04105 3.37259
C -2.38012 1.80548 2.56841
C -1.92095 1.08914 1.43275
C -2.37478 -0.20894 1.43282
C -1.99718 -1.16796 0.40749
C -2.36770 -2.51089 0.38044
C -1.92073 -3.31407 -0.65019
C -1.11772 -2.77283 -1.64910
C -0.78718 -1.43635 -1.56585
N -1.21030 -0.66775 -0.56173
H -3.65370 1.33068 4.29614
H -2.11769 2.82622 2.79804
H -2.99473 -2.91031 1.16598
H -2.19528 -4.35996 -0.68012
H -0.75863 -3.37102 -2.47374
H -0.17777 -0.95310 -2.32100
C 1.51174 -6.02531 3.52813
C 1.85929 -5.02253 2.46282
C 0.87421 -4.34909 1.74999
C 1.20701 -3.43538 0.76415
C 2.53989 -3.17504 0.46439
N 2.78068 -2.21181 -0.54695
C 3.97946 -1.75498 -1.00929
O 5.06685 -2.19280 -0.72110
N 3.88519 -0.73365 -1.97875
C 2.85786 0.15523 -2.26089
C 2.70724 0.66613 -3.55400
C 1.67528 1.53898 -3.83038
C 0.78386 1.88038 -2.82488
N 0.93805 1.41745 -1.58536
C 1.96075 0.60601 -1.29503
C 3.54272 -3.83516 1.16536
C 3.18642 -4.74341 2.15059
H 0.44194 -6.02943 3.73300
H 2.03399 -5.80593 4.45982
H 1.79853 -7.03314 3.22316
H -0.17038 -4.53654 1.97056
H 0.42196 -2.91400 0.22403
H 1.95621 -1.92431 -1.04415
H 4.73606 -0.65253 -2.51305
H 3.39367 0.36002 -4.33373
H 1.54297 1.94199 -4.82419
H -0.04486 2.55119 -2.99789
H 2.06149 0.31478 -0.25948
H 4.57904 -3.64468 0.94091
H 3.97497 -5.25336 2.69147
*
```

Output
Energy above the lowest of the compared OMol25 structures with the same formula, charge and spin, kcal/mol: 0.93
LUMO energy (alpha / beta), eV: -3.20 / -4.72
Frontier orbital gap (alpha / beta), eV: 7.3 / 5.8
⟨S²⟩: 2.007

# 6
Molecular formula: C9H14
Method: DFT, ωB97M-V/def2-TZVPD

The geometry in ORCA input format:
```
! wB97M-V def2-TZVPD RIJCOSX def2/J DEFGRID3
* xyz 0 1
C -0.01411 0.23650 -2.00006
C 0.94115 -0.44638 -1.06412
C 0.77036 -1.76914 -0.72235
C 1.44050 -2.34872 0.36941
C 2.34806 -1.61624 1.11960
C 2.58898 -0.30434 0.70213
C 1.83948 0.29591 -0.29032
H 0.01361 1.29237 -1.71625
H -1.06556 -0.01462 -2.08613
H 0.39164 0.05517 -3.00752
H 0.02265 -2.39003 -1.20507
H 1.29267 -3.39721 0.59439
H 2.81344 -2.03799 1.99737
H 3.21997 0.41170 1.22277
H 2.16665 1.24479 -0.71167
C -2.16960 1.53437 1.54200
C -2.59141 1.15799 0.10285
H -2.27813 0.70610 2.24080
H -1.09412 1.76354 1.48691
H -2.55600 2.42978 2.02034
H -1.86563 0.38600 -0.11685
H -3.63849 0.85188 0.15534
H -2.57613 1.95858 -0.63360
*
```

Output
Energy above the lowest of the compared OMol25 structures with the same formula, charge and spin, kcal/mol: 19.26
LUMO energy, eV: 1.03
Frontier orbital gap, eV: 10.1
SMILES: Cc1ccccc1.CC

What did the second record say?
Molecular formula: C2HFO3
Method: DFT, ωB97M-V/def2-TZVPD

The geometry in ORCA input format:
```
! wB97M-V def2-TZVPD RIJCOSX def2/J DEFGRID3
* xyz 0 1
C -0.53209 0.04008 -1.01055
C 0.48109 0.02398 0.76857
O -0.95860 0.26136 -2.07612
O 0.33237 0.89562 -0.25181
O -0.65317 -0.98783 -0.19613
F -0.05593 0.34008 1.90376
H 1.38633 -0.57329 0.86228
*
```

Output
Energy above the lowest of the compared OMol25 structures with the same formula, charge and spin, kcal/mol: 42.58
LUMO energy, eV: 0.26
Frontier orbital gap, eV: 12.2

Which of these has the lowest energy above the lowest of the compared OMol25 structures with the same formula, charge and spin?
C26H26AuN4O4S

The lowest energy above the lowest of the compared OMol25 structures with the same formula, charge and spin belongs to which entry?
C26H26AuN4O4S